# 1
Computed, not measured: 6 unconnected molecules or ions with the total composition C20H54N2O10, with ωB97M-V/def2-TZVPD.

Each line ends with the Löwdin charge.
Cartesian coordinates (Å):
1 C 3.3735 -5.3466 4.3973  -0.11
2 O 2.4146 -6.3381 4.1586  -0.16
3 C 1.2087 -5.8387 3.7734  -0.27
4 C 1.1300 -5.1296 2.4204  -0.24
5 N -0.1811 -4.5281 2.4251  -0.05
6 C -0.5115 -3.9010 1.1124  -0.18
7 C -1.8367 -3.2635 1.0593  -0.38
8 O -2.2523 -2.4875 0.1744  -0.20
9 C -2.5425 -3.2465 -0.9884  -0.05
10 H 3.5710 -4.6297 3.5678  0.08
11 H 4.3329 -5.7074 4.7447  0.09
12 H 2.9517 -4.7295 5.2004  0.09
13 H 0.8650 -5.2117 4.5978  0.11
14 H 0.4177 -6.6492 3.7805  0.14
15 H 1.2681 -5.8545 1.6077  0.13
16 H 1.9247 -4.4102 2.3175  0.07
17 H 0.0561 -3.6648 3.0125  0.12
18 H -0.3517 -4.6950 0.3388  0.14
19 H 0.2495 -3.1700 0.9879  0.08
20 H -1.8495 -2.4928 1.8109  0.14
21 H -2.7235 -3.8722 1.3267  0.15
22 H -2.6837 -2.7001 -1.9612  0.10
23 H -3.4376 -3.6819 -0.7001  0.07
24 H -1.8880 -4.1310 -1.2639  0.12
25 C -4.4497 2.6696 -4.5190  -0.11
26 O -3.1203 3.0223 -4.2060  -0.18
27 C -2.9025 3.8101 -3.0613  -0.22
28 C -1.4152 3.7329 -2.5994  -0.19
29 N -1.2076 4.4430 -1.3331  -0.09
30 C 0.1358 4.1733 -0.7644  -0.19
31 C 0.5595 5.2142 0.2165  -0.42
32 O 1.7525 5.3687 0.4321  -0.14
33 C 2.5482 6.0090 -0.6481  -0.02
34 H -4.7012 2.2464 -5.5146  0.10
35 H -5.1552 3.4839 -4.3855  0.08
36 H -4.8826 1.9463 -3.7688  0.08
37 H -3.5288 3.5853 -2.2338  0.10
38 H -3.0898 4.8770 -3.3429  0.14
39 H -0.7217 4.3154 -3.2545  0.13
40 H -1.0698 2.6753 -2.4279  0.11
41 H -1.8447 4.1104 -0.6176  0.10
42 H 0.8461 4.2473 -1.7012  0.14
43 H 0.1461 3.1389 -0.4477  0.10
44 H 0.1476 4.9321 1.1359  0.12
45 H 0.1330 6.1596 -0.1403  0.13
46 H 2.2505 7.0314 -0.9172  0.09
47 H 2.5843 5.3745 -1.5445  0.07
48 H 3.5189 6.1443 -0.1715  0.09
49 O 1.8631 -2.3318 3.5494  -0.08
50 C 1.8818 -1.1822 2.7660  -0.27
51 C 2.6123 -1.6543 1.6262  -0.25
52 O 2.7195 -0.5583 0.7974  -0.07
53 H 1.4663 -1.9945 4.4182  0.15
54 H 0.9324 -0.8237 2.5396  0.11
55 H 2.3290 -0.3811 3.2646  0.12
56 H 1.9895 -2.3634 1.0234  0.13
57 H 3.5336 -2.0805 1.9056  0.13
58 H 1.8196 -0.3994 0.4688  0.06
59 O -4.0187 -0.3919 -2.6681  -0.03
60 C -3.9822 0.5966 -1.7573  -0.32
61 C -3.4332 0.1635 -0.4835  -0.26
62 O -3.1111 1.2897 0.2661  0.00
63 H -4.4702 -1.1656 -2.2773  0.11
64 H -3.3490 1.4447 -2.0915  0.12
65 H -5.0125 0.8481 -1.6158  0.13
66 H -2.5053 -0.4510 -0.7345  0.11
67 H -4.0151 -0.4181 0.1500  0.11
68 H -2.5973 1.0216 0.9643  0.05
69 C -0.0791 -1.0234 -2.2362  -0.07
70 C 0.1819 -0.0309 -1.1754  -0.31
71 O -0.1531 -0.6632 0.0323  -0.09
72 H -1.1217 -1.2043 -2.3416  0.04
73 H 0.5737 -1.9347 -1.9806  0.12
74 H 0.3364 -0.7027 -3.2245  0.10
75 H -0.5200 0.6953 -1.2949  0.06
76 H 1.2733 0.1597 -1.2144  0.12
77 H -0.9161 -1.2258 0.0376  0.03
78 C 3.3799 2.7316 -0.3964  -0.11
79 C 4.6019 2.0617 -0.1349  -0.34
80 O 4.5929 1.3727 1.1133  -0.07
81 H 2.5211 2.0710 -0.5664  0.06
82 H 3.4577 3.2490 -1.3936  0.10
83 H 3.1042 3.4398 0.4064  0.09
84 H 5.3553 2.7568 -0.1386  0.09
85 H 4.8221 1.3243 -0.8504  0.10
86 H 3.8985 0.7228 1.1605  0.02

Forces on the atoms, in the same order (eV/Å):
-0.38 1.63 0.39
2.09 -1.54 -0.62
-2.18 -0.50 0.10
0.24 -1.22 0.26
-0.56 2.71 0.32
1.64 -2.52 -0.58
-0.43 -2.84 8.63
-0.44 4.54 -9.63
0.41 -0.37 -2.51
-0.24 -0.72 0.16
-0.08 -0.72 -0.08
0.27 0.30 0.16
-0.27 0.85 -0.12
1.15 0.49 -0.19
-0.29 -0.03 0.13
0.35 0.43 -0.09
-1.03 -1.47 -0.54
-0.23 0.59 0.43
0.54 0.96 -0.90
0.60 -0.41 2.31
0.75 -1.12 0.43
0.22 0.12 1.36
-2.22 -1.19 -0.08
0.01 1.31 0.82
-1.77 -0.62 1.57
0.24 -0.97 -0.84
1.42 1.75 -0.97
0.38 0.01 0.52
-0.13 0.28 0.89
0.28 -0.13 -4.27
-8.85 -0.10 -2.06
11.84 2.11 0.09
-0.03 -0.58 1.39
1.30 0.31 0.42
0.12 0.83 -0.20
0.74 0.22 -0.66
-0.83 -0.55 0.78
-0.03 -0.55 0.38
-0.66 -1.09 -0.23
-0.36 0.55 -0.88
-0.44 -0.03 -0.20
-1.05 -0.31 1.71
0.52 -0.37 0.52
-1.43 -0.12 1.74
-0.94 0.13 0.03
-0.79 -0.31 0.23
0.12 0.25 0.38
0.14 -0.40 -0.37
-1.92 0.16 4.13
0.21 -1.38 1.10
-1.69 -0.24 -2.68
0.72 1.54 -1.96
0.89 -1.40 -1.45
-2.10 0.35 -0.82
1.41 1.33 0.75
0.71 -0.24 0.98
1.30 -0.34 0.06
0.27 0.07 0.17
0.37 -3.13 -2.23
-0.77 1.91 0.69
3.38 -0.56 0.08
-1.20 2.18 -1.99
0.26 0.59 -0.42
-0.61 -0.54 -0.16
-0.74 1.43 0.34
-1.09 0.84 0.31
-1.66 -1.67 0.59
1.93 -0.79 2.69
2.81 -1.43 -1.85
0.91 -2.82 -0.18
2.01 0.78 2.41
-0.76 -0.55 -0.13
-1.41 0.84 -0.37
-0.55 -0.02 0.62
-1.04 3.26 -0.46
-0.83 0.80 0.37
-0.86 -0.59 -0.69
-3.21 1.92 -1.63
0.01 -2.96 1.75
1.30 1.21 0.80
0.10 -0.17 0.35
-0.02 0.00 0.94
0.17 -0.22 -0.55
2.24 1.50 0.38
0.38 -0.87 -1.53
-0.63 -0.38 -0.53

## Properties
ΔE to the lowest compared entry with this formula, charge and spin = 1.855 eV
gap between HOMO and LUMO = 9.127 eV
energy = -1655.9382 Eh
E_LUMO = 0.2800 eV

***

# 2
Computed, not measured: a molecular structure, C39H60CrGeN4O4P3Se, with ωB97M-V/def2-TZVPD.

Each line ends with the Löwdin charge.
Cartesian coordinates (Å):
1 Cr 0.0610 -1.6820 0.0773  0.17
2 C 5.1313 -1.8755 -1.0605  -0.08
3 C 3.8613 -2.2818 -0.3056  -0.49
4 C 4.0957 -2.0919 1.1869  -0.10
5 P 2.3124 -1.4149 -0.9128  1.10
6 C 2.8481 0.3658 -0.8856  -0.37
7 N 1.7796 1.3191 -0.7588  -0.16
8 Ge -0.0136 0.7782 -0.1766  1.04
9 N -0.5693 1.4310 1.7042  -0.16
10 C -0.7751 0.5139 2.7939  -0.37
11 P -0.1126 -1.1855 2.4390  1.08
12 C 1.4917 -1.0462 3.3793  -0.49
13 C 2.2620 0.1369 2.7958  -0.10
14 C 1.3856 -0.8913 4.8949  -0.08
15 C -1.1615 -2.3976 3.4187  -0.49
16 C -0.3587 -3.6613 3.7492  -0.09
17 C -1.8806 -1.8484 4.6541  -0.08
18 C -0.3665 2.7451 2.0167  -0.23
19 C -0.4299 3.3004 3.3029  -0.02
20 C -0.0568 4.6098 3.5267  -0.08
21 C 0.3828 5.4060 2.4823  -0.07
22 C 0.3579 4.9041 1.1900  -0.01
23 C -0.0441 3.6046 0.9529  -0.17
24 N -0.1919 3.0232 -0.3514  -0.06
25 C 0.8691 3.4413 -1.2291  -0.17
26 C 0.8625 4.6537 -1.8909  -0.02
27 C 1.9826 5.0586 -2.5970  -0.07
28 C 3.1072 4.2520 -2.6058  -0.07
29 C 3.0991 3.0166 -1.9869  -0.02
30 C 1.9563 2.5614 -1.3211  -0.22
31 C -1.4685 3.2993 -0.9457  -0.17
32 C -2.1437 4.4969 -0.8157  -0.01
33 C -3.2821 4.7325 -1.5695  -0.07
34 C -3.7081 3.7805 -2.4800  -0.07
35 C -3.0521 2.5716 -2.5967  -0.04
36 C -1.9414 2.2819 -1.7943  -0.25
37 N -1.2610 1.0990 -1.7405  -0.13
38 C -1.7570 -0.0610 -2.4247  -0.34
39 P -2.0080 -1.4488 -1.2150  1.10
40 C -2.6984 -2.8836 -2.2190  -0.48
41 C -4.1653 -2.7691 -2.6501  -0.09
42 C -1.8765 -3.1713 -3.4743  -0.11
43 C -3.5347 -0.9266 -0.2639  -0.48
44 C -4.4715 0.0494 -0.9707  -0.08
45 C -3.1137 -0.3208 1.0597  -0.13
46 C 2.5187 -1.7721 -2.7422  -0.50
47 C 1.3401 -1.1752 -3.4967  -0.10
48 C 2.7048 -3.2520 -3.0915  -0.08
49 H 5.9877 -2.3094 -0.5472  0.09
50 H 5.2756 -0.7980 -1.0669  0.08
51 H 5.1553 -2.2387 -2.0823  0.07
52 H 3.6481 -3.3438 -0.4850  0.12
53 H 4.3621 -1.0640 1.4184  0.07
54 H 4.9134 -2.7309 1.5142  0.10
55 H 3.2050 -2.3821 1.7322  0.04
56 H 3.3767 0.5278 -1.8313  0.08
57 H 3.5647 0.4765 -0.0616  0.09
58 H -1.8338 0.4528 3.0667  0.08
59 H -0.2323 0.8617 3.6770  0.06
60 H 2.0223 -1.9800 3.1719  0.09
61 H 1.8447 1.0828 3.1347  0.08
62 H 2.2218 0.1205 1.7056  0.03
63 H 3.2988 0.1079 3.1215  0.09
64 H 0.7244 -0.0792 5.1850  0.07
65 H 2.3722 -0.6544 5.2869  0.09
66 H 1.0546 -1.8032 5.3796  0.06
67 H -1.9327 -2.7051 2.7026  0.08
68 H 0.3077 -3.5306 4.5997  0.07
69 H 0.2372 -3.9786 2.8924  0.05
70 H -1.0515 -4.4689 3.9840  0.10
71 H -1.2026 -1.4568 5.4067  0.07
72 H -2.4290 -2.6705 5.1115  0.09
73 H -2.6055 -1.0798 4.3947  0.07
74 H -0.7809 2.7211 4.1395  0.10
75 H -0.1066 5.0102 4.5264  0.11
76 H 0.7114 6.4172 2.6608  0.11
77 H 0.6632 5.5350 0.3720  0.11
78 H -0.0143 5.2816 -1.8656  0.12
79 H 1.9783 6.0014 -3.1151  0.11
80 H 4.0025 4.5773 -3.1091  0.11
81 H 3.9963 2.4218 -2.0200  0.10
82 H -1.7784 5.2556 -0.1409  0.12
83 H -3.8045 5.6674 -1.4701  0.10
84 H -4.5611 3.9721 -3.1101  0.11
85 H -3.4118 1.8684 -3.3290  0.10
86 H -1.0390 -0.3924 -3.1772  0.06
87 H -2.7111 0.1261 -2.9186  0.08
88 H -2.6011 -3.7323 -1.5256  0.11
89 H -4.2955 -1.9842 -3.3907  0.08
90 H -4.8602 -2.6121 -1.8305  0.07
91 H -4.4352 -3.7119 -3.1264  0.09
92 H -1.9147 -2.3343 -4.1726  0.08
93 H -2.2901 -4.0448 -3.9754  0.09
94 H -0.8461 -3.3952 -3.2199  0.05
95 H -4.0493 -1.8735 -0.0631  0.11
96 H -4.0322 1.0443 -0.9958  0.06
97 H -5.3985 0.1146 -0.4044  0.10
98 H -4.7247 -0.2498 -1.9817  0.06
99 H -2.6529 0.6517 0.8836  0.06
100 H -2.4027 -0.9931 1.5335  0.01
101 H -3.9680 -0.1831 1.7193  0.11
102 H 3.4253 -1.2233 -3.0247  0.11
103 H 0.4580 -1.7744 -3.2837  0.03
104 H 1.5243 -1.2025 -4.5704  0.10
105 H 1.1728 -0.1404 -3.1926  0.07
106 H 2.0659 -3.8877 -2.4825  0.06
107 H 3.7352 -3.5821 -2.9754  0.07
108 H 2.4155 -3.4094 -4.1282  0.09
109 O 1.2069 -3.3041 0.9376  -0.49
110 Se 0.0539 -4.0651 0.0642  0.73
111 O 0.0769 -5.6147 0.0322  -0.32
112 O 0.2298 -3.2763 -1.3548  -0.51
113 O -1.2893 -3.3141 0.6241  -0.48

Forces on the atoms, in the same order (eV/Å):
0.09 -2.03 -0.16
-0.23 -0.03 -0.19
-0.34 -0.22 0.43
-0.26 -0.18 -0.07
1.35 1.08 -0.83
0.06 -0.08 0.14
-0.91 -1.23 0.70
-0.18 2.71 -0.13
0.31 -1.45 -1.50
-0.19 -0.08 -0.15
-0.03 0.95 1.63
0.08 -0.20 -0.40
-0.06 -0.15 -0.09
-0.15 -0.16 -0.10
-0.16 -0.12 -0.41
0.06 -0.03 -0.34
0.12 0.14 -0.20
0.26 0.65 -0.17
-0.05 -0.36 -0.09
0.13 0.28 -0.24
-0.10 0.02 0.11
0.04 -0.08 0.02
0.03 0.05 0.94
0.07 0.07 -0.01
0.65 0.09 -0.51
0.08 -0.21 -0.06
0.11 0.00 -0.03
-0.19 0.15 -0.03
-0.01 -0.33 0.15
-0.42 0.57 -0.14
-0.78 -0.11 -0.50
-0.02 -0.13 0.05
-0.07 0.02 -0.07
0.09 0.18 0.15
0.26 -0.16 -0.01
-0.26 0.83 0.29
1.11 -1.10 1.15
0.11 -0.40 -0.08
-1.26 1.06 -1.00
0.52 -0.33 0.17
0.11 0.10 0.31
0.25 -0.03 0.15
0.30 -0.11 0.31
0.12 -0.20 -0.08
-0.08 -0.13 -0.17
-0.40 -0.08 0.03
0.14 0.01 0.13
-0.03 -0.03 0.25
0.02 -0.05 0.06
0.03 0.12 0.01
-0.01 0.04 -0.12
0.03 0.15 0.01
0.02 0.09 0.05
0.08 -0.04 0.00
0.06 0.03 0.15
0.05 -0.06 0.14
0.17 0.00 -0.13
0.10 -0.04 0.08
-0.06 -0.10 0.00
-0.05 0.11 0.01
-0.08 0.12 -0.03
0.19 0.17 -0.01
0.10 -0.03 -0.02
-0.06 0.10 0.07
0.13 0.02 0.00
-0.06 -0.01 0.09
0.16 0.09 0.12
-0.02 0.04 0.01
0.00 -0.06 0.24
-0.02 0.01 0.07
0.05 0.06 0.03
-0.05 -0.07 0.01
-0.03 0.07 0.04
-0.03 -0.15 0.10
0.01 0.04 0.14
0.00 0.10 0.01
0.05 0.06 -0.09
-0.07 0.04 0.02
0.02 0.17 -0.08
0.13 0.05 -0.10
0.09 -0.12 0.01
0.02 0.03 0.09
-0.11 0.17 0.02
-0.13 0.06 -0.07
-0.02 -0.14 -0.06
-0.26 -0.05 -0.09
0.06 -0.06 0.02
-0.05 0.16 -0.16
-0.06 0.11 -0.07
-0.05 0.04 0.01
0.02 -0.01 -0.01
-0.01 0.00 -0.05
-0.05 -0.02 -0.06
0.00 0.01 -0.18
0.10 0.06 -0.06
-0.05 -0.03 -0.02
-0.09 -0.03 0.08
-0.07 0.02 -0.12
0.00 -0.03 0.19
-0.13 0.09 0.18
-0.10 -0.02 0.09
-0.12 -0.04 0.19
-0.06 0.07 -0.08
-0.02 0.04 -0.04
-0.12 0.12 -0.10
0.06 -0.03 -0.10
0.02 -0.01 0.01
0.06 -0.01 -0.13
0.70 1.23 0.60
-0.12 -2.30 0.10
-0.02 -2.01 -0.03
0.12 1.26 -0.79
-0.74 1.15 0.38

## Properties
gap between HOMO and LUMO (alpha / beta) = 6.066 / 6.268 eV
spin multiplicity = 3
expectation value of S² = 2.165
energy = -8588.7143 Eh
charge = +1
E_LUMO (alpha / beta) = -3.7918 / -3.5724 eV

***

no.,strongest force on any atom (eV/A)
1,12.03
2,2.72